No. 1
ORCA calculation (ωB97M-V with the def2-TZVPD basis set) on 9 unconnected molecules or ions with the total composition C25H68O11.

Structure (XYZ):
```
104
Properties=species:S:1:pos:R:3:forces:R:3
C 4.38941 -0.89224 5.53886 -0.08 0.14 0.88
C 4.14030 -1.14913 4.09902 -1.61 -1.43 -1.34
C 4.69151 -2.45580 3.51526 0.50 0.27 1.07
O 2.71040 -1.19607 3.80506 0.85 0.60 0.39
H 4.07877 -1.72328 6.15759 -0.07 -0.63 0.03
H 3.73162 -0.08771 5.87287 0.43 0.39 -0.05
H 5.44187 -0.72125 5.78387 -0.16 0.28 -0.13
H 4.43778 -0.34301 3.47489 0.72 0.88 -0.36
H 4.32525 -3.31436 4.10066 0.37 0.23 0.10
H 5.79704 -2.44027 3.46681 -0.52 -0.27 -0.07
H 4.22841 -2.57268 2.55814 0.15 0.00 -0.82
H 2.32961 -1.81772 4.42727 -0.56 -0.36 0.16
C -1.15019 -1.46116 -0.46486 -0.24 0.04 0.03
C -2.14909 -0.83651 -1.43324 0.54 -1.07 -1.30
C -3.48038 -0.50970 -0.80007 0.85 1.49 -1.07
O -1.52338 0.33017 -2.00158 0.13 -0.64 0.95
H -1.10819 -0.94786 0.47659 -0.06 0.60 0.52
H -0.15697 -1.42259 -0.87252 0.41 -0.13 -0.37
H -1.36206 -2.49674 -0.20593 -0.28 -0.12 -0.31
H -2.25311 -1.59865 -2.28110 -0.26 0.95 0.89
H -4.06015 0.04714 -1.55347 -0.31 -0.53 0.27
H -3.31928 0.19866 0.00926 -0.01 -0.15 0.32
H -3.93707 -1.40448 -0.46829 -0.80 -0.73 0.34
H -2.07614 0.93136 -2.51866 -0.48 0.02 -0.11
C -0.79111 2.59737 2.98806 0.85 1.37 0.40
C -2.06414 3.37920 2.81568 -1.24 -1.70 -0.81
C -2.64375 3.15279 1.40154 0.87 2.11 0.59
O -3.10411 2.92325 3.65052 -1.30 -0.73 -0.41
H -0.36676 2.75668 3.98596 0.08 0.18 -0.09
H -0.09846 3.00339 2.24217 0.24 -0.32 0.17
H -0.87060 1.53933 2.89038 -0.45 -0.80 -0.44
H -1.95235 4.40572 3.06193 0.62 1.21 -0.28
H -2.70396 2.12751 1.19580 0.24 -1.62 -0.27
H -1.96503 3.65467 0.68996 -0.52 -0.28 -0.06
H -3.66915 3.51219 1.35000 0.07 0.43 -0.06
H -2.88067 2.92897 4.56196 0.59 0.11 1.17
C -0.28115 -0.60048 5.64879 0.05 -0.55 0.25
C 0.13105 -1.96896 6.25274 -0.66 0.45 -0.04
C -1.09466 -2.77603 6.76829 0.34 0.51 -0.29
O 0.85891 -2.68542 5.23755 -0.02 0.83 -0.10
H -1.02084 -0.73585 4.87818 -0.41 -0.31 -0.41
H 0.59056 -0.18355 5.13286 -0.11 0.34 0.47
H -0.76832 0.06402 6.39830 0.79 -0.35 -0.34
H 0.83500 -1.71201 7.07126 -0.34 -0.57 -0.14
H -0.80719 -3.82407 6.88524 0.03 0.03 0.31
H -1.93901 -2.78692 6.01592 0.81 0.39 0.97
H -1.36248 -2.35327 7.77065 -0.23 -0.48 -0.99
H 0.75408 -3.63137 5.26868 -0.28 -0.38 0.40
C 0.86782 -5.55840 -1.31479 -2.52 1.09 2.00
C 1.47592 -5.75415 0.05723 1.95 -0.27 0.81
C 0.95960 -4.99639 1.26273 -0.68 2.49 -2.38
O 1.66339 -7.10581 0.45887 0.44 -0.56 -0.40
H 1.25664 -6.23445 -2.04482 0.23 -0.18 -0.48
H 0.83893 -4.47918 -1.60104 0.53 -0.88 -0.03
H -0.20826 -5.75356 -1.06707 0.38 -0.25 -1.02
H 2.51789 -5.47191 0.00092 0.47 0.46 -0.20
H -0.09849 -5.07226 1.44302 -0.61 -0.37 0.04
H 1.13741 -3.90609 1.02743 -0.15 -0.83 0.57
H 1.49953 -5.26538 2.11691 0.83 -0.41 1.21
H 0.87670 -7.62889 0.39224 -0.89 -0.25 -0.12
C 1.80752 0.70765 -0.52576 0.08 1.58 -0.16
C 1.93763 1.34340 -1.90353 0.20 -1.33 -0.50
C 2.95263 0.52648 -2.71577 0.21 -0.25 -0.17
O 0.67046 1.34495 -2.63467 0.78 -0.32 0.90
H 2.79754 0.73330 -0.08890 0.15 0.12 0.42
H 1.51854 -0.31053 -0.54899 -0.40 -1.02 -0.23
H 1.10515 1.29092 0.07667 0.13 -0.16 0.14
H 2.29662 2.35726 -1.76198 -0.27 0.30 -0.18
H 2.54587 -0.48245 -2.82091 0.16 -0.15 0.17
H 3.96475 0.46212 -2.27541 -0.58 0.10 0.16
H 3.10628 0.84720 -3.74309 -0.20 0.45 -0.07
H -0.00631 0.74534 -2.17652 0.60 0.88 -0.69
C 0.11642 -2.04666 -4.78478 -0.09 1.84 -1.47
C 0.10373 -0.78586 -5.73803 0.26 0.12 0.25
C -1.26438 -0.16281 -5.62245 -1.02 -0.58 1.48
O 1.15169 0.12652 -5.38584 -0.62 0.10 1.60
H 0.22275 -1.71290 -3.75453 -0.12 0.07 0.07
H 0.95331 -2.62827 -5.06676 0.80 -0.97 -0.02
H -0.81971 -2.55622 -4.93941 -0.21 -0.54 0.17
H 0.27913 -0.98679 -6.83395 0.00 -0.37 1.19
H -1.98298 -0.87570 -6.02845 -0.17 -0.02 -0.08
H -1.41787 0.75846 -6.13124 0.24 0.85 -0.52
H -1.57784 -0.01189 -4.54528 0.53 -0.10 -1.02
H 0.97837 0.40063 -4.42716 0.29 -0.28 -1.63
O 0.27663 3.79054 -0.98716 0.32 1.28 0.21
C 0.38944 5.01922 -1.74575 2.04 -0.84 0.68
C 1.00353 4.71702 -3.13947 -2.24 2.18 0.34
O 0.07395 3.85904 -3.79589 1.47 -0.77 0.10
H -0.07163 3.11140 -1.56150 -0.27 -0.39 -0.52
H -0.55643 5.45319 -1.86848 -1.61 0.61 -0.36
H 0.96921 5.72414 -1.09140 -0.16 -0.68 -0.79
H 1.95556 4.29813 -3.02693 1.46 -0.87 0.08
H 1.10416 5.63170 -3.76982 -0.05 -0.38 0.63
H 0.51866 2.99045 -3.69741 -1.03 -0.01 -0.30
O -3.00993 2.35275 -3.37643 -0.05 -0.64 0.22
C -3.00083 3.45121 -4.25084 0.21 0.55 -0.86
C -3.84965 4.60763 -3.68266 0.15 -0.01 -0.57
O -4.95422 4.15849 -2.92523 0.04 -0.43 0.88
H -3.91281 2.26798 -3.07042 -0.52 -0.05 0.25
H -1.92842 3.68474 -4.34245 -0.67 0.42 -0.15
H -3.40128 3.22661 -5.26495 0.19 -0.40 0.56
H -4.32712 5.18862 -4.44414 0.22 0.27 -1.05
H -3.23307 5.30116 -3.15244 0.44 0.33 0.80
H -4.78397 4.40501 -2.01035 -0.20 -0.23 0.00
```
Positions in Å, forces in eV/Å.

E_LUMO   0.51 eV
Kohn-Sham gap   10.0 eV
E   -49547.772 eV
Energy relative to the best compared isomer or geometry (same formula, charge and spin)   43.0 kJ/mol
Charge   0

Here are the Löwdin charges for atoms 1 to 6, given in e:
1. C -0.062
2. C -0.475
3. C -0.052
4. O -0.086
5. H 0.074
6. H 0.084

=====

No. 2
ORCA calculation (ωB97M-V with the def2-TZVPD basis set) on 8 unconnected molecules or ions with the total composition C25H70N4O8.

Structure (XYZ):
```
107
Properties=species:S:1:pos:R:3:forces:R:3
C -2.59653 3.24076 0.38615 0.66 1.15 0.71
O -1.26073 3.43991 -0.06949 0.41 0.47 1.03
C -0.38431 3.81916 1.04452 -1.29 -0.92 -0.43
C 0.34504 5.11547 0.76646 -0.45 0.78 -1.66
C 0.96254 4.98949 -0.64845 1.05 1.92 -0.46
N 1.26874 5.45333 1.83479 0.73 -1.97 0.50
H -3.19445 3.36067 -0.47411 -0.93 0.04 -1.00
H -2.83447 4.08004 1.08925 -0.21 -0.79 -0.36
H -2.81353 2.26730 0.82614 0.31 -0.06 0.17
H -1.06260 4.04549 1.88251 0.64 -0.71 0.28
H 0.24691 2.89888 1.14276 -0.01 1.08 0.58
H -0.43291 5.95142 0.74703 0.88 -1.07 0.00
H 0.25420 5.02512 -1.50769 0.29 -0.16 0.91
H 1.56742 4.09184 -0.73068 -0.01 -0.35 0.04
H 1.70056 5.84773 -0.80230 -0.94 -0.91 0.14
H 1.56498 6.38912 1.85564 -0.09 1.53 -0.23
H 2.16584 4.93583 1.83200 -0.99 -0.05 -0.26
C -2.64594 -1.01022 4.61353 -0.11 -0.58 0.96
O -1.40198 -0.52402 5.08686 -0.31 0.10 -0.60
C -1.11929 -0.94352 6.40539 0.03 0.07 -0.85
C 0.20658 -0.35742 6.79648 0.99 -0.05 -0.41
C 1.38087 -0.83991 5.86830 0.01 0.20 -0.14
N 0.41685 -0.64738 8.19114 0.14 -1.36 0.67
H -2.75376 -2.11851 4.69761 0.44 0.51 -0.07
H -2.72816 -0.74029 3.57914 -0.15 0.29 -0.31
H -3.46426 -0.60396 5.22961 0.06 0.15 -0.36
H -1.88246 -0.58473 7.09037 -0.24 -0.13 0.21
H -1.09054 -2.03175 6.35545 0.03 -0.33 0.58
H 0.08220 0.73351 6.79906 0.20 -0.07 -0.64
H 2.35512 -0.41497 6.20553 -0.64 -0.63 0.08
H 1.30488 -0.46231 4.84778 -0.29 0.12 -0.02
H 1.42773 -1.96122 5.71992 -0.04 1.11 0.69
H 0.74067 -1.62633 8.29193 -0.09 0.97 0.19
H 1.08616 -0.01269 8.60069 0.19 -0.23 0.04
C -5.63859 -3.37658 -2.31870 0.11 -0.48 1.36
O -5.23600 -2.34185 -1.45787 -0.17 0.33 -0.11
C -3.86287 -2.02333 -1.54928 -0.66 -1.45 -0.35
C -3.54288 -1.10719 -0.44229 1.41 2.48 0.80
C -3.67723 -1.75190 0.97102 -0.03 0.76 -0.91
N -4.25897 0.20450 -0.37226 -0.74 -1.08 0.48
H -5.48063 -3.08553 -3.32889 0.23 -0.02 -1.13
H -6.70001 -3.56375 -2.15248 0.06 0.07 -0.01
H -5.07467 -4.28677 -2.03766 -0.20 0.11 -0.50
H -3.26060 -2.93201 -1.36242 -0.10 -0.06 -0.14
H -3.54614 -1.67754 -2.55195 -0.41 0.25 0.26
H -2.50761 -0.77740 -0.73873 -0.38 -0.50 1.03
H -3.35443 -1.05750 1.73591 0.03 0.37 -0.11
H -3.05839 -2.62805 1.10223 -0.14 -0.52 -0.20
H -4.74315 -1.94237 1.14600 0.28 -0.32 -0.02
H -4.15087 0.77450 -1.19852 -0.05 -0.18 -0.22
H -5.26259 0.03327 -0.19702 0.72 0.23 -0.37
C 5.14871 0.11823 -0.92976 0.17 0.71 0.87
O 5.45492 0.47025 0.40130 0.13 1.00 0.22
C 4.79190 1.62987 0.91283 -0.69 -0.71 0.01
C 4.89669 1.58474 2.43856 -2.48 0.12 -0.29
C 6.30606 1.41677 2.83947 0.32 -0.82 2.04
N 4.01586 0.47757 2.94017 0.70 0.44 -0.59
H 5.55477 0.78411 -1.68040 0.51 0.38 -0.12
H 4.08594 0.15407 -1.07184 -0.84 -0.51 -0.14
H 5.59343 -0.84670 -1.00599 -0.06 -0.86 -0.62
H 5.14353 2.57336 0.51463 0.61 0.23 -0.38
H 3.72677 1.55071 0.64416 0.02 0.10 -0.04
H 4.35936 2.47735 2.85963 1.01 -0.24 -0.45
H 6.39049 1.42480 3.95438 0.03 -0.31 -0.85
H 6.97100 2.15122 2.48147 0.56 1.28 -0.58
H 6.67856 0.49170 2.40857 0.01 -0.30 0.34
H 4.36052 -0.35453 2.46284 -0.09 -0.19 0.24
H 3.12221 0.63786 2.46434 0.11 -0.29 0.43
C -0.69202 -3.83832 -3.45033 -0.51 0.30 -0.13
C 0.40926 -2.77736 -3.41092 -1.86 -1.18 -0.43
C 1.54037 -3.26128 -4.29644 0.71 2.24 0.89
O -0.19904 -1.54887 -3.88700 0.81 -0.80 0.35
H -0.27849 -4.81174 -3.26648 0.50 -0.63 -0.45
H -1.16890 -3.75508 -4.43901 0.07 -0.40 0.31
H -1.46489 -3.82309 -2.67992 -0.07 0.85 0.00
H 0.71824 -2.69601 -2.39091 0.53 0.52 0.74
H 2.01220 -4.16987 -3.92202 -0.07 0.12 -0.15
H 2.25728 -2.39706 -4.26063 0.05 -0.99 -0.29
H 1.17808 -3.33001 -5.30001 -0.12 -0.42 -0.72
H 0.53123 -1.03322 -4.23643 0.00 0.41 -0.06
C 0.02558 -2.06708 0.50712 0.25 0.42 -0.34
C 0.99354 -0.87365 0.27955 0.95 -0.42 0.53
C 0.38235 0.37642 -0.43615 0.85 -2.88 -0.91
O 1.59545 -0.56336 1.55595 -0.29 0.05 -0.29
H -0.84682 -1.80538 1.10340 0.05 0.38 0.22
H 0.61650 -2.78630 1.07871 -0.26 -0.24 -0.22
H -0.40201 -2.51054 -0.40800 0.48 0.11 0.14
H 1.94706 -1.30079 -0.18627 -1.54 0.74 -0.42
H 1.11316 1.12303 -0.63681 0.67 0.64 -0.03
H -0.43482 0.78274 0.07873 -1.11 0.58 1.03
H -0.00571 0.00463 -1.40237 0.12 0.28 0.17
H 0.91747 -0.33340 2.20634 -0.11 0.36 -0.15
C -1.94148 -0.08365 -6.51960 0.59 -1.88 0.40
C -1.25831 -0.05839 -7.87078 -0.78 -0.63 -0.51
C 0.21422 -0.00452 -7.74937 0.34 -0.67 0.64
O -1.62415 -1.18886 -8.74225 -0.71 1.47 0.77
H -3.00298 -0.31743 -6.66500 0.03 1.01 0.37
H -1.56527 0.79736 -6.00335 -1.09 0.51 0.10
H -1.59036 -0.89438 -5.83363 0.05 0.20 -0.83
H -1.60601 0.88148 -8.34944 0.08 -0.66 -0.20
H 0.66735 -0.94365 -7.45203 -0.16 -0.44 0.29
H 0.55435 0.72703 -7.06206 0.19 0.84 0.82
H 0.63541 0.23361 -8.66637 0.91 0.51 -1.93
H -0.87644 -1.76803 -8.82899 0.52 -0.27 0.07
O 0.00142 1.12899 3.05997 0.08 0.33 -0.34
H -0.31205 0.83005 3.91766 -0.25 0.02 0.42
H 0.30271 2.04825 3.13039 -0.18 -0.46 0.19
```
Positions in Å, forces in eV/Å.

E_LUMO   0.44 eV
Kohn-Sham gap   9.3 eV
E   -49396.629 eV
Energy relative to the best compared isomer or geometry (same formula, charge and spin)   162.4 kJ/mol
Charge   0

Here are the Löwdin charges for atoms 1 to 6, given in e:
1. C -0.109
2. O -0.217
3. C -0.199
4. C -0.443
5. C -0.070
6. N 0.037